Entry 1:
C42H47BBrF5N4O12 | ωB97M-V/def2-TZVPD

```
112
Properties=species:S:1:pos:R:3:forces:R:3:mulliken_charge:R:1
C 0.054 0.315 5.845 0.2 -0.4 0.0 -0.97
C -0.663 -0.975 5.255 -0.2 0.5 0.7 0.06
C -2.090 -0.683 4.664 0.2 0.1 -0.5 -0.43
F -2.850 0.104 5.585 0.9 -0.5 -0.7 -0.35
C -2.024 0.100 3.309 -0.1 1.1 -1.8 0.29
C -1.772 1.548 3.306 -0.3 -1.0 -1.1 -0.80
C -1.720 2.358 2.100 -0.7 -1.3 -0.3 0.84
C -1.442 3.867 2.163 1.0 1.2 -0.4 0.16
C -0.349 4.353 1.294 -0.3 1.2 0.7 -0.02
C 0.103 5.727 1.233 -2.8 -0.8 2.1 -0.96
C -0.632 6.710 2.118 0.3 -2.9 -0.9 -0.45
C -1.694 6.212 2.969 0.5 -0.5 -0.7 -0.66
C -2.131 4.806 3.016 1.9 0.4 -1.3 -0.47
C -1.918 1.683 0.812 0.2 -1.5 0.9 0.44
C -2.139 0.220 0.753 0.5 1.0 1.2 0.52
C -2.202 -0.545 2.001 0.1 1.6 0.4 -0.39
Br -2.541 -2.485 2.014 0.3 1.3 -0.1 -0.13
C -2.295 -0.443 -0.662 0.4 0.8 0.8 0.32
O -3.076 -1.353 -0.806 0.5 0.3 -0.3 -0.52
C -1.433 0.186 -1.786 1.4 1.4 -1.4 0.51
C -0.791 -0.560 -2.863 -0.6 -0.1 -0.4 0.06
C -0.969 -2.130 -2.824 1.8 0.8 0.1 -1.08
C 0.055 -2.643 -1.705 -0.7 -0.3 -0.2 0.06
C -0.180 -4.148 -1.283 0.7 0.2 0.6 -1.07
C 0.062 -4.316 0.286 -0.2 0.6 -0.7 -0.05
N 1.353 -5.023 0.578 -0.8 1.4 0.7 -0.32
C 1.909 -4.603 1.848 0.1 -1.5 0.8 0.49
N 2.142 -5.454 2.785 0.2 0.4 -0.8 -0.71
N 2.279 -3.237 2.117 -0.9 -0.5 -1.1 -0.52
C -0.009 0.095 -3.943 -1.4 1.9 2.1 0.29
C 0.637 -0.696 -5.113 -0.7 -0.8 0.3 -1.09
C 1.911 -1.536 -4.723 0.6 0.2 -0.9 -0.90
C 3.176 -0.689 -4.312 0.7 -0.5 0.5 0.18
C 3.556 0.468 -5.324 0.0 0.1 0.6 -0.94
C 3.088 -0.170 -2.799 -0.8 -0.4 -1.2 -0.69
C 0.090 1.570 -3.860 -0.5 0.0 0.6 0.22
B 0.860 2.464 -4.969 0.3 0.2 -0.2 0.64
N 1.814 3.551 -4.563 -0.5 -1.0 -0.5 -0.67
O 0.628 2.277 -6.365 -0.6 0.6 1.3 -0.72
C -0.520 2.337 -2.763 -0.5 -2.6 0.1 -0.66
F -0.429 3.699 -2.691 0.1 -1.6 -0.4 -0.36
C -1.270 1.645 -1.737 0.4 -0.6 -0.3 0.56
C -1.915 2.421 -0.568 0.1 -0.6 0.1 -0.35
O -2.413 3.506 -0.726 0.2 -0.5 0.2 -0.52
H 0.565 -0.005 6.788 -0.3 0.4 -0.8 0.34
H 0.834 0.722 5.142 -0.9 -0.3 0.7 0.27
H -0.669 1.121 6.132 0.6 -0.8 -0.3 0.24
H 0.016 -1.455 4.495 -0.9 0.3 0.6 -0.22
H -0.815 -1.694 6.107 0.2 0.5 -0.9 0.41
H -2.670 -1.640 4.565 0.6 1.0 -0.1 0.41
H -1.616 2.050 4.285 -0.2 -0.4 -0.9 0.42
H 0.175 3.612 0.639 -0.5 0.7 0.7 0.31
H 0.924 5.975 0.527 -0.8 0.1 0.8 0.37
H -0.312 7.773 2.064 -0.6 -1.0 0.3 0.66
H -2.224 6.948 3.625 0.5 -0.8 -0.7 0.30
H -2.944 4.459 3.700 0.8 0.5 -0.7 0.45
H -2.018 -2.437 -2.610 0.9 0.3 -0.1 0.63
H -0.620 -2.556 -3.797 -0.6 0.3 0.7 0.37
H -0.041 -1.928 -0.841 0.0 -0.9 -0.6 0.11
H 1.120 -2.564 -2.051 -1.1 0.2 0.2 -0.06
H 0.606 -4.768 -1.802 -0.9 0.4 0.5 0.44
H -1.183 -4.533 -1.597 0.7 0.5 0.4 0.40
H 0.119 -3.298 0.762 -0.1 -1.0 -0.6 -0.06
H -0.803 -4.839 0.779 0.8 0.3 -0.4 0.36
H 1.100 -6.011 0.614 0.7 0.2 0.1 0.20
H 1.870 -6.395 2.480 -0.2 0.4 0.2 0.24
H 2.487 -2.727 1.255 -0.3 -0.2 0.3 0.32
H 1.532 -2.751 2.623 0.5 -0.3 -0.2 0.14
H 0.839 -0.063 -6.019 -0.2 -0.4 1.2 0.40
H -0.140 -1.442 -5.455 0.7 0.8 0.3 0.50
H 1.711 -2.323 -3.949 0.0 0.9 -0.6 0.20
H 2.205 -2.108 -5.655 -0.4 0.6 0.9 0.41
H 4.049 -1.408 -4.322 -1.0 0.5 -0.1 0.67
H 3.479 1.435 -4.746 0.1 -0.8 -0.9 0.04
H 2.907 0.507 -6.236 0.5 0.0 0.8 0.30
H 4.623 0.382 -5.661 -1.0 0.0 0.3 0.31
H 2.321 -0.823 -2.297 0.9 0.7 -0.1 -0.15
H 4.079 -0.248 -2.293 -0.9 0.3 -0.3 0.39
H 2.678 0.872 -2.836 0.5 -0.8 0.5 0.20
H 1.387 4.418 -4.918 0.4 -0.2 0.2 0.24
H 2.635 3.381 -5.163 -0.3 0.5 0.2 0.29
H -0.256 2.664 -6.527 0.4 -0.6 -0.3 0.31
C 1.143 10.098 4.462 -0.6 0.5 0.1 -0.41
C 2.596 9.863 4.756 0.2 -0.4 0.5 0.28
O 2.902 8.732 3.964 -0.3 0.6 -0.3 -0.29
C 2.059 8.789 2.893 0.0 -0.5 -0.6 0.67
O 2.199 8.164 1.896 0.0 0.1 0.2 -0.49
O 1.034 9.660 3.110 0.5 -0.2 0.1 -0.30
F 2.787 9.545 6.059 0.1 0.1 0.0 -0.29
H 0.485 9.496 5.094 0.2 -0.1 0.1 0.28
H 0.861 11.146 4.560 0.0 -0.1 -0.2 0.26
H 3.252 10.692 4.480 0.1 -0.1 0.2 0.30
C 4.500 -7.924 0.951 0.3 0.9 0.2 -0.32
C 3.449 -8.940 1.286 -0.3 -0.1 -0.4 0.33
O 3.937 -10.116 0.673 0.3 0.3 0.4 -0.31
C 5.299 -9.995 0.666 0.7 -0.5 -0.3 0.55
O 6.048 -10.895 0.475 -0.3 0.3 0.0 -0.48
O 5.686 -8.713 0.914 -0.4 -0.5 0.0 -0.33
F 2.255 -8.617 0.722 -0.2 0.0 0.1 -0.28
H 4.341 -7.463 -0.026 -0.2 -0.1 0.0 0.28
H 4.574 -7.138 1.702 0.2 -0.1 0.0 0.27
H 3.314 -9.113 2.357 -0.2 0.0 -0.1 0.30
C -6.367 -1.289 -1.909 0.9 0.0 0.0 0.15
C -7.482 -1.491 -0.927 -0.3 0.5 0.2 0.31
O -8.613 -1.663 -1.760 0.5 -0.4 -0.1 -0.32
C -8.141 -2.210 -2.919 -0.4 -0.3 -0.8 0.61
O -8.823 -2.733 -3.738 0.2 0.2 0.2 -0.50
O -6.788 -2.086 -3.014 -0.5 0.0 0.3 -0.32
F -7.669 -0.387 -0.163 -0.1 -0.1 0.1 -0.28
H -6.272 -0.248 -2.228 -0.2 0.0 0.2 0.20
H -5.405 -1.627 -1.524 0.0 -0.1 -0.2 -0.14
H -7.364 -2.367 -0.284 -0.1 0.1 0.1 0.32
```
Positions in Å, forces in eV/Å.

Properties
* E_tot: -5848.7006 Eh
* HOMO energy: -8.86 eV
* SMILES: [H]/N=C(/N)NCCCCc1c(CCC(C)C)c(B(N)O)c(F)c2c1C(=O)c1c(Br)c([C@H](F)CC)cc(-c3ccccc3)c1C2=O.O=C1OC[C@@H](F)O1.O=C1OC[C@@H](F)O1.O=C1OC[C@@H](F)O1
* lowest unoccupied orbital energy: -1.3 eV
* orbital gap: 7.54 eV
* net charge: 0

=====

Entry 2:
C42H47Cl2GaN4O2 | ωB97M-V/def2-TZVPD

```
98
Properties=species:S:1:pos:R:3:forces:R:3:mulliken_charge:R:1
Ga 0.190 -0.956 0.607 0.1 0.1 0.0 -1.27
C 1.553 -0.767 -3.080 0.0 0.0 0.0 -1.25
C 2.401 -1.700 -2.256 0.0 0.0 0.0 1.30
C 2.924 -2.867 -2.800 0.0 0.0 0.0 -1.01
C 3.733 -3.699 -2.044 0.0 0.0 0.0 -1.10
C 4.057 -3.355 -0.742 0.0 0.0 0.0 -0.81
C 3.558 -2.195 -0.162 0.0 0.0 0.0 0.87
C 3.931 -1.806 1.239 0.0 0.0 0.0 -0.87
C 2.707 -1.404 -0.929 0.0 0.0 0.0 -0.55
N 2.071 -0.227 -0.373 0.0 0.0 0.1 1.43
C 2.662 0.894 -0.517 0.0 0.0 0.0 0.94
C 4.051 1.052 -1.062 0.0 0.0 0.0 -2.12
C 1.943 2.192 -0.255 0.0 0.0 0.0 0.29
C 2.678 3.293 0.457 0.0 0.0 0.0 -1.88
N 0.830 2.277 -0.848 0.0 0.0 0.0 0.58
C 0.056 3.458 -0.901 0.0 0.0 0.0 -0.57
C -0.597 3.984 0.217 0.0 0.0 0.0 1.39
C -0.431 3.391 1.588 0.0 0.0 0.0 -1.24
C -1.443 5.074 0.027 0.0 0.0 0.0 -0.99
C -1.621 5.642 -1.221 0.0 0.0 0.0 -1.09
C -0.955 5.111 -2.317 0.0 0.0 0.0 -0.98
C -0.128 4.008 -2.177 0.0 0.0 0.0 1.12
C 0.558 3.389 -3.363 0.0 0.0 0.0 -1.46
H 1.240 -1.256 -4.002 0.0 0.0 0.0 0.52
H 2.112 0.135 -3.351 0.0 0.0 0.0 0.34
H 0.663 -0.437 -2.543 0.0 0.0 0.0 -0.02
H 2.679 -3.126 -3.823 0.0 0.0 0.0 0.44
H 4.114 -4.618 -2.471 0.0 0.0 0.0 0.40
H 4.694 -4.002 -0.151 0.0 0.0 0.0 0.40
H 4.587 -2.554 1.681 0.0 0.0 0.0 0.44
H 3.032 -1.744 1.853 0.0 0.0 0.0 -0.08
H 4.450 -0.843 1.260 0.0 0.0 0.0 0.27
H 4.464 0.109 -1.407 0.0 0.0 0.0 0.40
H 4.697 1.461 -0.282 0.0 0.0 0.0 0.46
H 4.043 1.773 -1.883 0.0 0.0 0.0 0.45
H 2.949 2.988 1.468 0.0 0.0 0.0 0.27
H 2.068 4.192 0.500 0.0 0.0 0.0 0.44
H 3.602 3.529 -0.073 0.0 0.0 0.0 0.51
H -0.410 2.303 1.557 0.0 0.0 0.0 0.07
H -1.253 3.703 2.232 0.0 0.0 0.0 0.56
H 0.495 3.726 2.065 0.0 0.0 0.0 0.36
H -1.973 5.476 0.883 0.0 0.0 0.0 0.45
H -2.285 6.488 -1.345 0.0 0.0 0.0 0.45
H -1.096 5.544 -3.300 0.0 0.0 0.0 0.43
H 0.216 3.848 -4.290 0.0 0.0 0.0 0.46
H 0.362 2.315 -3.403 0.0 0.0 0.0 0.21
H 1.643 3.509 -3.309 0.0 0.0 0.0 0.30
C -3.075 -4.913 0.804 0.0 0.0 0.0 -1.17
C -3.192 -3.411 0.811 0.0 -0.1 0.0 0.95
C -3.926 -2.783 -0.347 0.0 0.0 0.0 -0.84
O -2.728 -2.746 1.709 -0.1 0.1 0.0 -0.45
H -4.057 -5.373 0.672 0.0 0.0 0.0 0.47
H -2.612 -5.257 1.726 0.0 0.0 0.0 0.30
H -2.455 -5.216 -0.043 0.0 0.0 0.0 0.19
H -3.601 -3.225 -1.289 0.0 0.0 0.0 0.26
H -3.756 -1.708 -0.360 0.0 0.0 0.0 -0.05
H -4.995 -2.986 -0.240 0.0 0.0 0.0 0.48
Cl -0.591 -3.083 -1.221 0.1 0.1 0.0 -0.20
C 0.359 -4.167 -0.217 0.0 0.0 0.0 1.54
C 0.535 -5.460 -0.666 0.0 0.0 0.0 -0.90
C 1.262 -6.363 0.092 0.0 0.0 0.0 -0.82
C 1.794 -5.929 1.303 0.0 0.0 0.0 -0.41
C 1.610 -4.632 1.725 0.0 0.0 0.0 0.39
Cl 2.311 -4.157 3.254 0.0 0.0 0.0 -0.24
C 0.893 -3.632 0.994 0.0 0.0 0.0 -1.26
N 0.790 -2.396 1.461 -0.1 0.0 -0.1 0.89
H 0.100 -5.754 -1.613 0.0 0.0 0.0 0.47
H 1.406 -7.380 -0.244 0.0 0.0 0.0 0.40
H 2.360 -6.605 1.931 0.0 0.0 0.0 0.44
N -7.130 5.004 -2.409 0.0 0.0 0.0 -0.53
C -6.299 4.276 -2.090 0.0 0.0 0.0 -0.13
C -5.256 3.368 -1.695 0.0 0.0 0.0 0.65
C -4.307 2.956 -2.627 0.0 0.0 0.0 -0.88
C -3.293 2.101 -2.244 0.0 0.0 0.0 -0.10
C -3.214 1.648 -0.926 0.1 0.1 0.0 0.22
C -4.178 2.056 0.000 0.0 0.0 0.0 -0.27
C -5.193 2.913 -0.379 0.0 0.0 0.0 -0.87
C -2.134 0.805 -0.514 -0.1 -0.1 -0.1 0.29
C -1.216 0.093 -0.177 0.0 0.0 0.1 -0.37
H -4.365 3.318 -3.645 0.0 0.0 0.0 0.46
H -2.543 1.786 -2.956 0.0 0.0 0.0 0.47
H -4.117 1.698 1.019 0.0 0.0 0.0 0.57
H -5.937 3.235 0.336 0.0 0.0 0.0 0.47
C -1.857 0.777 3.873 0.0 0.0 0.0 -1.50
C -1.245 -0.308 3.016 0.0 0.0 0.0 -0.33
O 0.047 0.111 2.487 -0.1 0.0 0.0 0.42
C 1.098 -0.127 3.453 0.0 0.0 0.0 -0.28
C 2.250 0.803 3.168 0.0 0.0 0.0 -0.77
H -2.830 0.438 4.233 0.0 0.0 0.0 0.48
H -2.003 1.688 3.292 0.0 0.0 0.0 0.09
H -1.246 1.016 4.745 0.0 0.0 0.0 0.40
H -1.882 -0.523 2.162 0.0 0.0 0.0 0.23
H -1.100 -1.249 3.549 0.0 0.0 0.0 0.36
H 1.371 -1.183 3.382 0.0 0.0 0.0 -0.10
H 0.691 0.073 4.445 0.0 0.0 0.0 0.65
H 2.658 0.622 2.174 0.0 0.0 0.0 -0.26
H 3.049 0.627 3.890 0.0 0.0 0.0 0.54
H 1.934 1.845 3.242 0.0 0.0 0.0 0.36
```
Positions in Å, forces in eV/Å.

Properties
* E_tot: -4843.2778 Eh
* HOMO energy: -6.39 eV
* lowest unoccupied orbital energy: -0.1 eV
* orbital gap: 6.30 eV
* energy above the lowest of the compared OMol25 structures with the same formula, charge and spin: 3.6 kJ/mol
* net charge: 0